76
Properties=species:S:1:pos:R:3 method="wB97M-V/def2-TZVPD" total_charge=+1 spin_multiplicity=1 e_lumo_ev=-2.0 gap_ev=11.129
Zn 13.323 -5.389 12.146
C 10.295 -7.923 10.209
F 9.785 -6.978 10.991
F 10.065 -9.057 10.829
F 9.570 -7.875 9.083
S 12.229 -7.683 10.071
O 12.745 -8.490 11.185
O 12.623 -7.956 8.696
N 12.516 -6.084 10.341
S 12.130 -5.080 9.180
O 10.937 -5.449 8.444
O 12.298 -3.751 9.645
C 13.533 -5.182 7.879
F 14.373 -6.165 8.173
F 12.949 -5.271 6.706
F 14.148 -3.985 7.899
C 12.249 -3.042 15.782
O 12.386 -4.414 16.070
C 13.122 -5.167 15.283
O 13.644 -4.845 14.226
O 13.343 -6.393 15.708
C 12.752 -6.772 16.955
H 11.755 -2.882 14.801
H 13.242 -2.522 15.729
H 11.607 -2.630 16.608
H 13.252 -6.146 17.744
H 13.016 -7.802 17.087
H 11.663 -6.662 16.956
C 18.280 -5.762 12.979
O 16.864 -5.885 13.100
C 16.156 -6.619 12.335
O 14.937 -6.554 12.296
O 16.854 -7.398 11.557
C 16.205 -8.115 10.460
H 18.618 -4.911 13.516
H 18.560 -5.714 11.925
H 18.812 -6.676 13.370
H 16.957 -8.363 9.760
H 15.472 -7.424 9.961
H 15.640 -8.973 10.795
C 15.228 -1.510 9.902
O 16.043 -2.780 10.006
C 15.659 -3.803 10.653
O 14.711 -3.885 11.387
O 16.364 -4.914 10.321
C 17.613 -4.730 9.594
H 15.364 -1.021 8.936
H 15.497 -0.882 10.752
H 14.176 -1.774 10.033
H 17.358 -4.460 8.583
H 17.960 -5.726 9.460
H 18.333 -4.168 10.197
C 11.568 -0.667 12.822
O 12.090 -2.026 12.454
C 11.260 -3.053 12.331
O 11.673 -4.219 12.362
O 9.985 -2.634 12.124
C 9.182 -3.668 11.615
H 11.908 0.004 12.067
H 11.899 -0.403 13.812
H 10.505 -0.654 12.690
H 8.659 -4.140 12.401
H 9.858 -4.323 11.058
H 8.465 -3.145 11.003
C 13.440 -8.847 13.827
O 12.140 -8.669 14.429
C 11.386 -7.660 14.013
O 11.865 -6.791 13.287
O 10.165 -7.648 14.571
C 9.495 -6.390 14.521
H 13.689 -7.905 13.395
H 13.422 -9.675 13.092
H 14.040 -9.188 14.650
H 8.574 -6.459 15.143
H 9.287 -6.133 13.466
H 10.130 -5.565 14.843

=====

53
Properties=species:S:1:pos:R:3 method="wB97M-V/def2-TZVPD" total_charge=+1 spin_multiplicity=2 e_lumo_ev="-4.6 / -4.5" gap_ev="6.636 / 6.797"
Fe -0.143 0.011 -0.261
N -0.092 -0.198 1.771
C -0.930 -1.311 2.307
C -0.589 -2.621 1.634
C -1.048 -2.670 0.199
O -1.849 -3.486 -0.171
O -0.511 -1.755 -0.602
H 0.867 -0.376 2.064
H -0.346 0.660 2.240
H -1.977 -1.055 2.141
H -0.766 -1.387 3.383
H -1.079 -3.438 2.158
H 0.492 -2.792 1.680
C -2.818 3.222 -4.833
C -1.936 2.317 -4.016
C -1.297 1.229 -4.600
C -0.494 0.379 -3.842
C 0.191 -0.813 -4.449
C -0.332 0.675 -2.504
C -0.988 1.744 -1.856
C -1.790 2.567 -2.654
N -0.817 1.724 -0.467
C -1.097 2.841 0.472
C -2.324 2.484 1.322
C -1.423 4.205 -0.153
C 0.178 3.066 1.301
H -2.816 2.934 -5.882
H -2.483 4.258 -4.765
H -3.847 3.185 -4.474
H -1.422 1.039 -5.659
H -0.005 -0.877 -5.517
H -0.156 -1.736 -3.982
H 1.275 -0.760 -4.318
H 0.382 -0.007 -2.004
H -2.357 3.384 -2.247
H -3.200 2.410 0.677
H -2.509 3.270 2.054
H -2.255 1.545 1.858
H -2.406 4.229 -0.616
H -0.666 4.534 -0.865
H -1.446 4.929 0.662
H 0.589 2.169 1.766
H -0.013 3.793 2.092
H 0.960 3.479 0.663
C 2.648 -1.325 -1.311
S 2.207 0.184 -0.422
C 2.582 1.437 -1.662
H 2.203 -1.310 -2.304
H 2.244 -2.164 -0.749
H 3.731 -1.400 -1.376
H 3.662 1.510 -1.764
H 2.176 2.379 -1.304
H 2.118 1.179 -2.612